[1]
ORCA calculation (the ωB97M-V functional and the def2-TZVPD basis) on C15H13BaF2NO3 as an isolated structure.

Results
Orbital gap ... 7.42 eV
Energy above the lowest of the compared OMol25 structures with the same formula, charge and spin ... 96.8 kJ/mol

Atoms and positions in Å:
Ba1 -0.263471 -0.005130 -0.191143
C1 1.099401 -4.078713 -1.309732
C2 0.663518 -2.742197 -1.887269
C3 0.361108 -2.829963 -3.369601
O1 -0.554581 -2.306335 -1.187483
C4 1.802720 -1.711673 -1.622526
O2 2.762149 -1.751392 -2.361013
O3 1.622668 -0.909890 -0.615908
H1 0.362209 -4.853749 -1.537731
H2 1.221479 -4.012875 -0.228750
H3 2.051736 -4.369498 -1.750545
H4 -0.345171 -3.639945 -3.567755
H5 1.282810 -3.016999 -3.915313
H6 -0.069006 -1.896785 -3.735824
H7 -1.180813 -3.036228 -1.244568
F1 0.081278 -0.109309 5.793907
C5 -0.326838 0.592981 4.713696
C6 -0.054179 0.132621 3.442658
C7 -0.466905 0.838097 2.307342
C8 -1.175560 2.054546 2.515077
C9 -1.427672 2.465417 3.825687
F2 -2.112118 3.609815 4.103061
C10 -1.019192 1.762990 4.937637
C11 -1.619853 2.854721 1.327960
C12 -2.318569 4.070565 1.398520
C13 -2.682688 4.732163 0.243977
C14 -2.361545 4.202010 -0.996526
C15 -1.671050 3.010087 -0.996031
N1 -1.309621 2.357176 0.109435
H8 0.499426 -0.798867 3.360839
H9 -1.236032 2.122622 5.932433
H10 -2.569389 4.491126 2.354570
H11 -3.219482 5.669926 0.314215
H12 -2.626509 4.692548 -1.921770
H13 -1.382662 2.555336 -1.942623

Forces on atoms 1 to 2 (eV/Å):
Ba -3.01 1.51 0.63
C 0.03 -0.05 -0.03

---

[2]
ORCA calculation (the ωB97M-V functional and the def2-TZVPD basis) on C38H99AsF12N10O15S2V as an isolated structure.

Results
Orbital gap ... 8.98 eV
Total charge ... -1

Atoms and positions in Å:
O1 -0.942492 0.320521 1.232245
V1 -0.981680 0.132228 -0.311664
O2 -0.054291 1.217494 -0.986162
C1 -4.923901 1.586170 -2.743636
F1 -5.426960 2.697417 -3.229462
F2 -5.650527 1.057040 -1.749909
F3 -4.858350 0.636834 -3.710031
S1 -3.121277 1.940670 -2.155198
O3 -2.320455 1.323694 -3.136880
O4 -3.098647 3.362590 -2.197958
N1 -2.969782 1.221512 -0.735103
S2 -3.962203 1.846829 0.445542
O5 -3.252232 2.167864 1.654533
O6 -4.834328 2.753468 -0.232878
C2 -4.934871 0.420917 1.091876
F4 -4.342957 -0.049452 2.165433
F5 -6.110443 0.904512 1.385006
F6 -5.168525 -0.584671 0.227487
As1 1.114638 -5.256708 0.854398
F7 0.704337 -6.675564 -0.063083
F8 -0.158447 -5.578120 2.091495
F9 1.456153 -3.800356 1.827166
F10 2.396228 -4.905557 -0.269959
F11 0.010529 -4.295189 0.003204
F12 2.083260 -6.274820 1.978484
C3 -3.438632 -2.876527 -2.981328
C4 -3.002596 -2.094970 -1.760729
C5 -2.737292 -2.953697 -0.474226
O7 -2.236827 -2.084486 0.495395
C6 -2.077153 -2.826756 1.775076
N2 -1.743812 -1.242813 -2.041026
H1 -4.274336 -3.505105 -2.851290
H2 -2.647804 -3.519741 -3.265370
H3 -3.581320 -2.117364 -3.759177
H4 -3.836105 -1.385807 -1.599561
H5 -1.992264 -3.674169 -0.743222
H6 -3.680486 -3.385932 -0.170504
H7 -2.090206 -2.121853 2.598087
H8 -1.087640 -3.399334 1.756368
H9 -2.921285 -3.540461 1.853535
H10 -1.828345 -0.681811 -2.875307
H11 -1.007373 -1.866794 -2.294809
C7 2.235365 -0.477264 1.215858
C8 1.822310 -0.916258 -0.168579
C9 2.898336 -1.803798 -0.753479
O8 3.981449 -0.943782 -1.061969
C10 5.034331 -1.867179 -1.317580
N3 0.410332 -1.413107 -0.068876
H12 2.014498 -1.242777 1.917036
H13 1.831623 0.499122 1.519940
H14 3.315436 -0.300243 1.276112
H15 1.756833 -0.027180 -0.877303
H16 2.599886 -2.295837 -1.654383
H17 3.173640 -2.556979 -0.021294
H18 4.764855 -2.510984 -2.197477
H19 5.379282 -2.368979 -0.383014
H20 5.837828 -1.248974 -1.645196
H21 0.308292 -1.758385 0.880477
H22 0.307084 -2.139076 -0.675751
C11 1.662257 -0.787212 -3.700324
C12 0.674990 0.275010 -4.135528
C13 1.396165 1.236046 -5.104132
O9 0.684117 2.435299 -5.415563
C14 0.731098 3.362797 -4.286690
N4 -0.544680 -0.302885 -4.680888
H23 1.166617 -1.454780 -2.990424
H24 2.547845 -0.400169 -3.170852
H25 2.006189 -1.391848 -4.567014
H26 0.432023 0.806414 -3.248157
H27 1.447542 0.665801 -6.022580
H28 2.410817 1.480737 -4.871820
H29 0.397715 2.894187 -3.369566
H30 -0.017718 4.059798 -4.554664
H31 1.720750 3.839348 -4.134445
H32 -0.269646 -1.072944 -5.260209
H33 -0.982795 0.392392 -5.314753
C15 -0.249462 -4.932999 -4.931118
C16 0.235569 -5.204385 -3.542797
C17 1.271268 -6.354261 -3.460417
O10 2.444442 -5.856048 -3.987504
C18 3.442846 -6.816705 -3.641876
N5 0.705981 -3.927856 -3.022793
H34 -0.771538 -4.001098 -4.999429
H35 -0.757739 -5.829470 -5.396863
H36 0.612015 -4.684929 -5.546829
H37 -0.646151 -5.556607 -2.992641
H38 0.980427 -7.290490 -3.956786
H39 1.432559 -6.649070 -2.395043
H40 4.363232 -6.486262 -4.156588
H41 3.243813 -7.859207 -4.130788
H42 3.648127 -6.859052 -2.537328
H43 1.641867 -3.745614 -3.359100
H44 0.804495 -4.079608 -2.005597
C19 4.963213 4.204932 -4.258477
C20 5.839416 4.315205 -3.017935
C21 5.455290 3.356220 -1.892427
O11 4.119096 3.535533 -1.485323
C22 3.358100 2.366582 -1.381076
N6 7.216777 4.107859 -3.400405
H45 5.289294 4.864681 -5.112686
H46 3.946220 4.504080 -3.912299
H47 4.892185 3.132678 -4.546994
H48 5.719670 5.342332 -2.612425
H49 6.091341 3.579637 -1.030000
H50 5.579218 2.311103 -2.201875
H51 3.347367 1.879345 -2.358833
H52 2.332673 2.675079 -1.125828
H53 3.747447 1.744956 -0.607493
H54 7.809164 4.212602 -2.574937
H55 7.298770 3.133179 -3.641861
C23 -4.980431 -1.642333 5.224167
C24 -5.127058 -0.291830 5.824090
C25 -3.850955 0.473027 5.522904
O12 -2.764810 -0.128940 6.116370
C26 -1.530353 0.472754 5.732196
N7 -6.314591 0.467354 5.338928
H56 -5.890512 -2.243261 5.301088
H57 -4.154634 -2.218197 5.738121
H58 -4.589864 -1.550173 4.171458
H59 -5.333715 -0.385737 6.901722
H60 -3.991484 1.498347 5.959824
H61 -3.738885 0.425460 4.441250
H62 -1.403366 1.473944 6.195976
H63 -1.446975 0.462329 4.655638
H64 -0.762151 -0.199353 6.085252
H65 -6.285910 0.328157 4.318412
H66 -6.056017 1.458203 5.458197
C27 1.071411 -2.425447 4.589569
C28 0.302765 -3.190064 5.775582
C29 -1.176711 -3.145115 5.483363
O13 -2.012140 -3.681201 6.508024
C30 -1.982564 -5.088576 6.630415
N8 0.710286 -4.585957 5.863176
H67 2.103009 -2.610150 4.711205
H68 0.851919 -1.377384 4.591354
H69 0.666414 -2.761227 3.658071
H70 0.585246 -2.700678 6.709838
H71 -1.402513 -3.741810 4.590422
H72 -1.594995 -2.166455 5.296003
H73 -1.140726 -5.434539 7.249589
H74 -1.924842 -5.453964 5.564865
H75 -2.951249 -5.379693 7.064469
H76 0.381113 -5.161374 5.056282
H77 1.720612 -4.691944 5.751088
C31 -3.909615 8.134264 -1.607117
C32 -2.389261 7.922408 -1.541874
C33 -2.118977 6.496134 -0.991667
O14 -2.385423 6.526115 0.402793
C34 -2.792762 5.283714 0.865052
N9 -1.836840 8.069100 -2.919893
H78 -4.190379 9.152685 -1.891437
H79 -4.368567 7.909142 -0.651311
H80 -4.502608 7.586835 -2.352378
H81 -1.932035 8.737242 -0.923123
H82 -1.050818 6.240091 -1.094311
H83 -2.787413 5.710844 -1.428254
H84 -3.793221 5.024101 0.528852
H85 -2.870677 5.328279 1.953848
H86 -2.147890 4.461757 0.458064
H87 -0.886218 7.656806 -2.874089
H88 -2.390230 7.519436 -3.533603
C35 4.290438 1.963997 3.385953
C36 4.030181 2.679574 2.103410
C37 2.677390 3.371158 2.146707
O15 1.649422 2.404603 2.247977
C38 0.333726 3.039861 2.326000
N10 5.063585 3.663838 1.746387
H89 4.624048 2.619696 4.166812
H90 5.104028 1.272531 3.267904
H91 3.436329 1.442526 3.818114
H92 4.029764 1.885184 1.339368
H93 2.483669 3.987222 1.248941
H94 2.648996 4.050759 3.041528
H95 -0.314536 2.177317 2.437060
H96 0.144572 3.498754 1.371434
H97 0.157195 3.593856 3.286313
H98 5.953815 3.239735 1.832954
H99 5.044067 3.855873 0.725248

Forces on atoms 1 to 2 (eV/Å):
O -0.27 0.56 1.55
V -1.50 -0.81 -1.57

---

[3]
ORCA calculation (the ωB97M-V functional and the def2-TZVPD basis) on a 5-piece molecular cluster, CH10O5 overall.

Results
Orbital gap ... 10.64 eV
SMILES string ... C=O.O.O.O.O
Energy above the lowest of the compared OMol25 structures with the same formula, charge and spin ... 106.2 kJ/mol

Atoms and positions in Å:
O1 -2.041239 -3.775737 -1.567733
C1 -1.069647 -3.307381 -1.061172
H1 -0.925719 -3.013223 0.016449
H2 -0.128609 -3.113431 -1.631771
H3 1.510900 2.264290 -4.114327
H4 -0.010075 2.149513 -4.083733
O2 0.708855 2.709220 -4.410603
H5 2.409150 -1.078442 4.497149
H6 3.537779 -1.078745 3.404607
O3 2.587450 -1.178468 3.560817
H7 2.421648 4.421684 2.662488
H8 2.470192 4.000499 4.132645
O4 3.009499 4.358331 3.420945
H9 -4.290382 -0.712252 -0.008782
H10 -4.364758 0.583631 -0.865611
O5 -3.839806 -0.199782 -0.684419

Forces on atoms 1 to 2 (eV/Å):
O -0.32 -0.05 0.25
C 1.38 0.47 0.30